Below is a structure of composition C24H48CoN9O4S2Si2, with properties calculated with ωB97M-V/def2-TZVPD.

Properties
Total charge   -1
Multiplicity   4
E   -4495.5604 hartree
F_max   0.009 Eh/bohr
HOMO (alpha / beta)   -0.167 / -0.166 Ha
Orbital gap (alpha / beta)   6.845 / 6.816 eV
Energy above the lowest of the compared OMol25 structures with the same formula, charge and spin   0.00 kJ/mol

XYZ file:
```
90
Properties=species:S:1:pos:R:3:forces:R:3
Co 1.469560 0.315908 0.265637 0.125 -0.462 0.056
C 3.461767 3.135407 -2.549758 0.047 0.008 -0.018
C 2.525290 2.318921 -1.715562 0.219 0.057 -0.146
N 2.814266 1.177778 -1.205759 0.018 0.034 0.152
N 4.016668 0.625804 -1.412541 -0.006 -0.020 0.014
C 3.973208 -0.690009 -1.218249 0.228 -0.001 -0.042
N 5.196319 -1.297417 -1.261661 -0.075 0.097 -0.063
S 2.583110 -1.646275 -1.000939 -0.227 -0.111 0.026
C 1.144822 2.748243 -1.500978 -0.273 0.055 0.048
C 0.650231 3.956500 -2.002148 0.016 -0.114 0.061
C -0.679553 4.269629 -1.797968 -0.044 0.044 -0.024
C -1.487949 3.386593 -1.098402 -0.077 -0.007 0.039
C -0.922795 2.213462 -0.624110 0.093 0.033 -0.067
N 0.350575 1.897743 -0.828634 0.135 0.169 0.094
H 4.400808 2.599450 -2.658308 -0.019 -0.005 0.013
H 3.662817 4.101802 -2.079128 -0.011 0.007 0.002
H 3.044804 3.328130 -3.541646 -0.007 -0.002 -0.007
H 5.949808 -0.746449 -1.638064 0.030 -0.010 0.023
H 5.209800 -2.290016 -1.404722 -0.024 -0.021 0.027
H 1.298994 4.633278 -2.538955 0.041 -0.023 -0.009
H -1.082767 5.196877 -2.187997 -0.016 0.001 0.010
H -2.536385 3.585894 -0.921455 0.007 0.015 -0.007
H -1.499433 1.499755 -0.050928 -0.049 -0.062 0.022
C -2.411259 -0.094273 -3.302103 0.009 0.009 -0.045
C -1.131913 -0.859603 -2.970022 -0.005 0.022 -0.022
C -1.246374 -2.307120 -3.436527 0.001 -0.026 0.007
C 0.065117 -0.187217 -3.636538 -0.005 0.049 0.062
O -0.871799 -0.812292 -1.570720 0.121 -0.012 -0.092
Si -1.641373 -1.282778 -0.201471 -0.128 -0.090 -0.213
S -0.493970 -0.740980 1.407220 0.158 0.128 0.076
O -3.104883 -0.505572 -0.321065 -0.110 0.021 0.106
C -4.313284 -0.710460 0.403696 -0.007 0.034 -0.038
C -4.048599 -1.129528 1.846784 -0.004 0.015 0.016
C -5.041253 0.630646 0.378266 -0.016 -0.008 -0.003
C -5.135836 -1.775257 -0.320133 -0.010 0.009 0.008
O -2.073587 -2.880519 -0.272174 0.062 -0.041 0.077
C -1.389398 -4.063471 0.163025 -0.026 -0.013 -0.062
C -1.986556 -5.198731 -0.663408 0.009 -0.017 0.029
C 0.111104 -3.968675 -0.079971 0.013 -0.048 0.025
C -1.676712 -4.282836 1.645043 -0.016 0.001 -0.007
H -2.539181 -0.036356 -4.386702 0.010 -0.015 0.013
H -2.352565 0.920789 -2.905528 -0.001 0.003 0.024
H -3.282969 -0.580232 -2.866835 -0.018 -0.007 0.023
H -1.427437 -2.341496 -4.513740 -0.008 0.004 -0.001
H -2.065934 -2.812219 -2.923554 -0.004 0.004 0.009
H -0.319552 -2.842690 -3.226293 0.020 0.003 0.032
H -0.027157 -0.219164 -4.724968 -0.013 -0.024 -0.002
H 0.987596 -0.680891 -3.328847 0.005 -0.020 0.008
H 0.123326 0.856920 -3.321313 -0.009 -0.012 -0.031
H -3.390567 -0.411449 2.336992 -0.004 -0.005 -0.005
H -3.566474 -2.106403 1.883773 0.019 -0.006 -0.001
H -4.989904 -1.187162 2.399167 -0.009 -0.003 -0.015
H -4.457317 1.382074 0.913485 0.015 -0.001 -0.009
H -6.024564 0.554006 0.848028 0.002 -0.011 0.005
H -5.169609 0.959543 -0.654680 0.006 0.005 0.000
H -4.564660 -2.701534 -0.374716 0.001 -0.005 -0.002
H -5.362400 -1.445002 -1.336349 0.015 -0.003 -0.004
H -6.077596 -1.964393 0.201633 0.004 0.017 0.009
H -1.771458 -5.047780 -1.722333 0.000 0.015 -0.005
H -3.069680 -5.229108 -0.529053 -0.007 0.001 -0.003
H -1.568263 -6.160231 -0.356957 0.004 0.009 0.002
H 0.320648 -3.768050 -1.130506 0.005 0.034 -0.041
H 0.592570 -4.912148 0.189027 -0.012 -0.006 -0.005
H 0.558454 -3.176154 0.518731 0.001 0.016 -0.013
H -2.752403 -4.384117 1.808225 -0.007 0.003 0.004
H -1.305664 -3.438041 2.225509 0.011 0.018 0.000
H -1.186040 -5.193109 1.997766 0.000 0.002 -0.009
C 4.415180 2.102676 2.940827 0.008 -0.086 0.046
Si 3.664934 0.358719 2.915602 0.070 0.078 0.149
C 5.104845 -0.846633 3.149377 -0.069 0.029 -0.053
C 2.579605 0.218140 4.464582 0.055 0.009 -0.040
O 2.876958 0.049906 1.578493 -0.205 0.167 -0.245
H 5.163316 2.202420 3.733941 -0.006 0.018 0.006
H 3.652278 2.868773 3.099976 -0.031 -0.004 -0.020
H 4.902916 2.312972 1.985474 0.006 -0.017 -0.017
H 5.656553 -0.674364 4.077984 -0.003 0.016 0.014
H 5.801209 -0.758702 2.311077 0.005 0.008 -0.002
H 4.732753 -1.874316 3.154384 -0.008 -0.004 0.011
H 3.145714 0.391807 5.385073 0.011 -0.005 0.000
H 2.127454 -0.775184 4.522262 0.002 -0.012 -0.009
H 1.765605 0.946905 4.431257 0.005 0.010 0.005
N 0.329879 5.691114 2.410474 -0.059 -0.024 -0.071
N 0.337858 4.298036 2.359975 0.026 -0.092 0.008
N -0.454062 3.561430 3.100980 0.023 0.064 0.014
C -0.050800 2.340618 2.755428 -0.079 0.001 0.060
N 0.938966 2.372787 1.859192 0.046 0.051 -0.024
N 1.178470 3.638455 1.614206 -0.040 0.081 -0.004
H -0.645112 5.970445 2.354098 0.019 -0.009 0.003
H 0.796901 5.989826 1.558581 0.033 -0.015 0.047
H -0.485971 1.426187 3.119147 -0.007 0.010 0.013
```
Forces are in eV/Å.

Below is a cluster of 3 separate species, C24H48FN2O3P in total at a distorted geometry, with properties calculated with ωB97M-V/def2-TZVPD.

Properties
Total charge   0
Multiplicity   3
E   -1719.3760 hartree
F_max   0.052 Eh/bohr
HOMO (alpha / beta)   -0.310 / -0.314 Ha
Orbital gap (alpha / beta)   8.805 / 8.884 eV

XYZ file:
```
79
Properties=species:S:1:pos:R:3:forces:R:3
C 0.263748 -2.042599 6.009039 0.273 -0.089 -0.336
C 0.810671 -1.089955 4.954909 -0.030 -0.573 1.138
F 0.838250 -1.776087 3.744584 -0.100 0.296 -0.068
C 2.222538 -0.643426 5.312286 -0.602 0.380 -0.526
P 2.811898 0.921347 4.520945 1.890 -0.115 0.204
C 2.265338 2.277100 5.666484 -1.570 -0.372 -1.350
C 0.923136 2.869052 5.212890 1.813 0.043 1.989
C -0.037905 3.372353 6.422005 -1.347 -0.860 -1.636
O 0.761661 4.165541 5.298276 -0.943 0.551 -1.292
H 0.868566 -2.947272 5.988856 0.029 -0.129 0.096
H -0.768805 -2.314693 5.814991 -0.131 0.019 -0.027
H 0.352566 -1.593274 6.993059 -0.142 0.060 0.142
H 0.130552 -0.241869 4.879961 0.006 0.144 -0.383
H 2.935603 -1.411374 5.026544 -0.040 -0.244 -0.024
H 2.272292 -0.549823 6.393339 0.209 0.236 0.124
H 1.979948 1.030374 3.386437 -0.476 0.069 0.299
H 2.957383 3.108899 5.652760 0.356 -0.067 0.255
H 2.074450 1.879441 6.652446 0.523 -0.041 0.240
H 0.412977 2.381248 4.381812 -0.235 -0.235 0.151
H -0.692951 4.227336 6.593874 0.653 0.170 1.591
H -0.877722 2.804199 5.910534 -0.155 0.746 -0.337
C -0.427559 -3.683136 1.071192 0.026 -0.371 -0.048
C 0.313953 -2.799503 0.034807 -0.843 -0.311 1.420
C -0.667408 -2.080267 -0.896447 -0.066 0.023 -0.675
C -1.250532 -2.941648 -2.014121 0.076 -0.023 0.086
C -0.130303 -3.647174 -2.776209 -0.197 0.484 0.031
C 0.778106 -4.460179 -1.855809 -0.498 -1.504 -0.082
N 1.300333 -3.621184 -0.730792 0.012 1.666 -1.363
O 2.252985 -2.861543 -1.170635 0.330 -0.400 0.408
C -0.010374 -5.683886 -1.349533 -0.143 0.047 0.209
C 1.939981 -5.042899 -2.651770 0.396 0.303 -0.052
C 1.005268 -1.729422 0.872807 0.530 0.246 -0.530
H -0.445090 -4.738628 0.821269 -0.064 0.062 -0.106
H 0.067518 -3.630997 2.040190 0.025 0.137 0.005
H -1.459967 -3.357117 1.205359 0.020 0.064 -0.004
H -0.149828 -1.236524 -1.365080 0.131 -0.060 0.026
H -1.476817 -1.646760 -0.306172 0.080 -0.015 0.148
H -1.966435 -3.661450 -1.608132 0.048 -0.052 0.000
H -1.816938 -2.308754 -2.701060 -0.016 0.004 0.016
H -0.554426 -4.305714 -3.536870 0.077 -0.112 0.027
H 0.462483 -2.898067 -3.311020 0.098 -0.004 0.095
H 0.564427 -6.241115 -0.608495 0.013 0.022 0.015
H -0.215508 -6.354434 -2.183748 0.109 0.045 -0.085
H -0.978338 -5.434244 -0.921539 0.033 0.019 0.027
H 2.514753 -4.274969 -3.165128 0.015 0.045 0.103
H 1.555918 -5.726467 -3.408029 -0.117 -0.024 0.041
H 2.616430 -5.600334 -2.002434 0.002 0.023 0.023
H 1.778840 -2.156010 1.506710 0.015 -0.048 -0.003
H 0.268190 -1.253400 1.513630 -0.142 -0.101 0.034
H 1.456704 -0.951701 0.255745 0.056 -0.105 -0.055
C -0.187498 3.865416 -1.079691 0.136 0.243 -0.211
C -1.343287 3.021337 -1.676890 1.033 0.549 1.176
C -0.885090 1.597146 -2.011141 -0.016 -0.364 -0.521
C -0.084679 1.461447 -3.303985 -0.038 0.094 0.055
C -0.833929 2.120146 -4.460502 -0.048 -0.445 0.283
C -1.187479 3.577230 -4.169531 1.118 0.886 -0.711
N -1.921704 3.708144 -2.871018 -0.894 -1.892 -0.403
O -3.151580 3.335432 -3.033741 -0.074 0.649 0.120
C 0.111311 4.407027 -4.186715 0.121 0.006 0.234
C -2.032632 4.145405 -5.303409 -0.498 -0.079 0.044
C -2.362017 2.915194 -0.546846 -0.526 -0.058 -0.192
H 0.280943 4.539475 -1.788432 0.017 -0.118 -0.051
H -0.557310 4.510403 -0.282326 -0.077 -0.082 0.043
H 0.593955 3.229809 -0.661026 -0.045 -0.042 0.020
H -1.768272 0.955104 -2.100144 -0.090 0.116 -0.005
H -0.305497 1.198884 -1.176210 -0.044 0.118 0.106
H 0.912980 1.891749 -3.183054 -0.017 0.054 -0.027
H 0.069546 0.402515 -3.524213 0.021 -0.003 0.021
H -0.232728 2.070569 -5.370460 -0.013 0.132 -0.038
H -1.747598 1.551860 -4.661871 -0.076 0.093 0.066
H -0.078184 5.437913 -3.884244 -0.020 -0.004 0.020
H 0.516368 4.426785 -5.198072 -0.124 -0.028 -0.070
H 0.899242 4.000075 -3.557335 -0.034 0.012 0.024
H -2.937214 3.565636 -5.474334 -0.023 0.021 0.109
H -1.455674 4.134109 -6.227230 0.119 -0.014 0.041
H -2.320907 5.176794 -5.095798 -0.009 -0.006 0.029
H -2.792998 3.887821 -0.308362 0.009 0.013 -0.038
H -1.855062 2.539233 0.342770 0.119 0.032 -0.019
H -3.173569 2.228352 -0.780909 -0.013 0.062 -0.071
```
Forces are in eV/Å.

Below is a structure of composition C24H48GdNO2P2Si2 at a distorted geometry, with properties calculated with ωB97M-V/def2-TZVPD.

Properties
Total charge   0
Multiplicity   8
E   -3175.5947 hartree
F_max   0.093 Eh/bohr
HOMO (alpha / beta)   -0.162 / -0.225 Ha
Orbital gap (alpha / beta)   4.524 / 5.389 eV
Energy above the lowest of the compared OMol25 structures with the same formula, charge and spin   265.28 kJ/mol

XYZ file:
```
80
Properties=species:S:1:pos:R:3:forces:R:3
C 0.806890 1.499058 -4.234527 0.461 -1.282 -0.775
C 0.593939 1.469318 -2.822090 -0.809 1.036 1.279
N 0.019834 0.295400 -2.298202 -0.113 0.209 0.794
C -0.105348 -0.836311 -3.030812 0.774 0.676 -0.225
C 0.420324 -0.873748 -4.304827 -1.102 -0.950 -0.601
C 0.789224 0.310245 -4.956265 0.437 1.462 0.899
C 0.865106 2.618630 -1.995992 -1.208 -1.194 -0.825
P 0.619076 2.736363 -0.207006 0.640 0.247 -2.231
Gd -0.303562 0.045287 0.102587 2.792 -0.895 -1.454
P -1.806227 -1.947947 -0.966159 0.473 -0.205 -0.669
C -0.638810 -2.117053 -2.378031 0.417 0.042 -0.965
C -2.193760 1.443117 1.642097 1.526 -1.150 -1.140
C -1.455479 1.773082 2.887428 0.123 0.252 0.337
C -1.982450 1.414563 4.119092 0.481 0.385 -0.593
C -3.163039 0.667229 4.259137 0.094 0.466 0.166
C -3.801184 0.183835 3.118505 0.026 0.260 -0.528
C -3.289521 0.449794 1.866745 -0.472 1.210 -0.502
O -1.836685 4.997323 -4.531976 -0.637 -0.727 -0.254
O -4.140565 1.689552 -1.283635 0.277 1.225 -0.492
H 1.126948 2.406758 -4.718255 0.007 0.219 0.077
H 0.313978 -1.777833 -4.892943 0.145 -0.096 0.102
H 1.127912 0.297588 -5.998040 -0.328 0.002 0.371
C 2.291494 3.307548 0.236666 0.462 0.072 0.790
C -0.352176 4.292649 -0.000913 -0.247 0.079 0.614
H -1.127580 -2.744392 -3.148332 0.433 0.156 0.103
H 0.292544 -2.606620 -2.062804 -0.407 -0.341 0.249
H -2.199449 5.852705 -4.299072 -0.107 0.194 0.026
H 0.952165 3.569514 -2.542274 0.309 -0.413 0.183
C -1.875147 -3.694784 -0.400980 -0.210 -0.030 0.020
C -3.350490 -1.798490 -1.930264 -0.225 -0.118 0.233
H -0.533319 2.390005 2.871275 -0.801 -0.391 -0.201
H -1.506087 1.780864 5.023797 0.154 -0.100 -0.155
H -3.589779 0.560342 5.249078 -0.006 -0.216 -0.116
H -4.751076 -0.326382 3.229182 0.223 -0.361 -0.173
H -3.741163 0.056422 0.965327 -0.218 0.037 0.133
H -1.595091 1.047518 0.617261 -3.172 1.320 3.327
H -3.968802 2.567317 -1.692198 -0.451 -0.566 0.591
H -3.482628 1.178885 -1.752303 0.312 -0.672 -0.105
H -2.609373 4.458796 -4.805982 0.745 0.534 0.229
H -2.171853 2.250271 0.884043 -1.826 1.079 0.963
H 2.404798 4.379233 0.058885 -0.005 -0.053 -0.069
H 2.524007 3.102876 1.280938 0.020 0.142 0.227
H 3.030868 2.770552 -0.357007 -0.189 0.031 -0.053
H 0.213366 5.203497 -0.235737 -0.003 -0.339 -0.228
H -1.266772 4.263063 -0.602636 0.207 -0.051 0.035
H -0.647855 4.387971 1.051440 -0.050 0.022 -0.074
H -3.516378 -2.778572 -2.417300 -0.239 0.617 0.031
H -4.165054 -1.544420 -1.228857 0.143 -0.172 -0.535
H -3.232831 -0.995619 -2.681871 -0.123 -0.423 0.309
H -2.277477 -4.310172 -1.229489 0.280 0.114 0.498
H -0.876557 -4.056122 -0.086466 -0.537 0.222 -0.197
H -2.559286 -3.732741 0.464325 0.248 -0.191 -0.367
C 3.620857 -3.076131 -0.438993 0.021 0.032 0.036
Si 3.024707 -1.349390 0.085063 0.247 -0.254 -0.210
C 4.231351 -0.714641 1.383450 0.136 0.077 0.207
C 3.284215 -0.236680 -1.401032 0.156 0.100 -0.308
C 1.263002 -1.468781 0.645918 0.792 -1.133 0.995
Si 0.973721 -1.747048 2.467656 0.329 -0.317 -0.455
C 1.409765 -0.262488 3.522249 0.095 0.275 0.252
C -0.857724 -2.082680 2.777279 -0.127 -0.228 0.223
C 1.933655 -3.226683 3.123206 -0.067 -0.179 0.232
H 4.703626 -3.055327 -0.652299 -0.363 -0.068 0.016
H 3.095079 -3.414988 -1.346260 0.163 0.098 0.201
H 3.436038 -3.822207 0.348117 0.085 0.177 -0.158
H 5.255308 -0.767872 0.984106 -0.240 0.030 0.033
H 4.035982 0.332729 1.642437 0.036 -0.084 -0.064
H 4.219932 -1.286107 2.317483 -0.023 0.038 -0.101
H 2.649251 -0.501439 -2.249718 -0.035 -0.128 -0.011
H 3.085784 0.820956 -1.211989 -0.034 -0.041 0.094
H 4.325001 -0.309055 -1.749704 -0.140 -0.018 0.114
H 0.877206 -2.384134 0.146451 -0.013 0.208 0.145
H 0.582824 0.449535 3.620550 0.097 -0.199 -0.063
H 1.644864 -0.618519 4.534234 0.006 0.113 -0.104
H 2.274602 0.294248 3.153983 0.032 -0.107 0.034
H -1.311312 -2.753752 2.036354 0.127 0.130 0.186
H -0.916769 -2.589676 3.753288 -0.098 0.100 -0.160
H -1.490150 -1.188908 2.863950 0.176 -0.124 -0.108
H 1.658427 -4.148623 2.591348 0.020 0.180 0.111
H 3.021236 -3.107855 3.028912 -0.246 0.028 0.031
H 1.689904 -3.360449 4.189399 0.144 -0.078 -0.227
```
Forces are in eV/Å.